Entry 1:
The following is a quantum chemistry calculation of a 4-piece molecular cluster, C30H59N2O3 overall in a non-equilibrium geometry, from the Open Molecules 2025 dataset.

ORCA input file:
```
! RIJCOSX wB97M-V def2-TZVPD def2/J DEFGRID3
* xyz 1 1
C 8.480 -0.001 -0.393
C 8.262 1.227 -1.372
C 7.178 0.975 -2.493
C 5.734 1.112 -1.838
C 4.859 2.284 -2.463
C 4.271 3.231 -1.340
C 2.740 3.620 -1.575
C 1.818 2.893 -0.501
C 0.466 3.663 -0.234
C -0.762 3.190 -1.099
C -0.561 3.281 -2.663
C 0.168 2.053 -3.328
C -0.791 0.921 -3.856
C -1.476 0.040 -2.737
C -0.530 -0.383 -1.561
N -1.382 -1.091 -0.551
C -2.574 -0.615 0.028
C -3.102 -1.605 0.906
N -2.142 -2.641 0.804
C -1.139 -2.331 -0.048
H 8.276 0.354 0.654
H 9.566 -0.278 -0.430
H 7.839 -0.888 -0.626
H 7.893 2.085 -0.750
H 9.241 1.509 -1.844
H 7.308 1.739 -3.304
H 7.340 -0.026 -2.984
H 5.204 0.130 -1.968
H 5.898 1.249 -0.736
H 4.043 1.786 -3.057
H 5.455 2.909 -3.182
H 4.376 2.686 -0.361
H 4.869 4.177 -1.215
H 2.677 4.717 -1.320
H 2.409 3.450 -2.627
H 2.404 2.944 0.462
H 1.691 1.797 -0.712
H 0.606 4.758 -0.412
H 0.219 3.504 0.855
H -1.611 3.892 -0.848
H -1.135 2.169 -0.797
H 0.031 4.207 -2.882
H -1.588 3.436 -3.106
H 0.712 2.457 -4.231
H 0.950 1.568 -2.695
H -1.606 1.381 -4.480
H -0.230 0.217 -4.534
H -2.416 0.555 -2.418
H -1.797 -0.917 -3.241
H 0.229 -1.156 -1.872
H 0.047 0.452 -1.099
H -3.010 0.371 -0.223
H -4.020 -1.620 1.519
H -2.259 -3.513 1.324
H -0.255 -2.933 -0.336
C -2.431 -1.396 4.466
C -1.380 -1.485 5.556
C -2.205 -1.236 6.806
O -3.521 -1.740 6.538
C -3.638 -2.023 5.143
H -2.150 -1.903 3.542
H -2.637 -0.347 4.232
H -0.956 -2.493 5.582
H -0.561 -0.774 5.437
H -2.292 -0.166 7.019
H -1.795 -1.733 7.686
H -3.642 -3.113 5.020
H -4.584 -1.627 4.765
C 2.302 -4.959 -3.736
C 1.021 -5.428 -4.401
C -0.042 -4.823 -3.502
O 0.510 -3.606 -2.970
C 1.918 -3.571 -3.258
H 3.166 -4.955 -4.400
H 2.532 -5.599 -2.879
H 0.948 -5.003 -5.405
H 0.940 -6.512 -4.483
H -0.274 -5.483 -2.660
H -0.967 -4.602 -4.036
H 2.082 -2.822 -4.040
H 2.468 -3.267 -2.364
C -7.710 1.234 5.197
C -8.001 0.218 4.108
C -7.054 0.659 3.006
O -5.913 1.243 3.649
C -6.215 1.443 5.039
H -7.989 0.899 6.196
H -8.242 2.166 4.988
H -7.732 -0.784 4.454
H -9.044 0.201 3.791
H -7.511 1.425 2.371
H -6.732 -0.172 2.372
H -5.648 0.703 5.615
H -5.896 2.440 5.346
*
```

Calculated values
Largest force on an atom ... 3.72 eV/Å
Frontier orbital gap ... 8.873 eV
Energy ... -1513.38297 Ha

For each atom in turn, the Löwdin charge in e is: number 1, C, carries -0.119; number 2, C, carries -0.264; number 3, C, carries -0.218; number 4, C, carries -0.205; number 5, C, carries -0.190; number 6, C, carries -0.194; number 7, C, carries -0.191; number 8, C, carries -0.208; number 9, C, carries -0.197; number 10, C, carries -0.208; number 11, C, carries -0.179; number 12, C, carries -0.212; number 13, C, carries -0.188; number 14, C, carries -0.166; number 15, C, carries -0.100; number 16, N, carries -0.040; number 17, C, carries 0.009; number 18, C, carries 0.004; number 19, N, carries 0.082; number 20, C, carries -0.010; number 21, H, carries 0.068; number 22, H, carries 0.069; number 23, H, carries 0.070; number 24, H, carries 0.099; number 25, H, carries 0.101; number 26, H, carries 0.097; number 27, H, carries 0.106; number 28, H, carries 0.099; number 29, H, carries 0.094; number 30, H, carries 0.101; number 31, H, carries 0.106; number 32, H, carries 0.092; number 33, H, carries 0.114; number 34, H, carries 0.109; number 35, H, carries 0.089; number 36, H, carries 0.106; number 37, H, carries 0.090; number 38, H, carries 0.112; number 39, H, carries 0.111; number 40, H, carries 0.112; number 41, H, carries 0.079; number 42, H, carries 0.112; number 43, H, carries 0.116; number 44, H, carries 0.118; number 45, H, carries 0.081; number 46, H, carries 0.118; number 47, H, carries 0.115; number 48, H, carries 0.107; number 49, H, carries 0.125; number 50, H, carries 0.132; number 51, H, carries 0.099; number 52, H, carries 0.138; number 53, H, carries 0.138; number 54, H, carries 0.176; number 55, H, carries 0.168; number 56, C, carries -0.186; number 57, C, carries -0.171; number 58, C, carries -0.193; number 59, O, carries -0.131; number 60, C, carries -0.212; number 61, H, carries 0.080; number 62, H, carries 0.119; number 63, H, carries 0.116; number 64, H, carries 0.116; number 65, H, carries 0.121; number 66, H, carries 0.122; number 67, H, carries 0.118; number 68, H, carries 0.107; number 69, C, carries -0.167; number 70, C, carries -0.166; number 71, C, carries -0.202; number 72, O, carries -0.187; number 73, C, carries -0.206; number 74, H, carries 0.120; number 75, H, carries 0.118; number 76, H, carries 0.120; number 77, H, carries 0.120; number 78, H, carries 0.116; number 79, H, carries 0.118; number 80, H, carries 0.120; number 81, H, carries 0.115; number 82, C, carries -0.168; number 83, C, carries -0.174; number 84, C, carries -0.214; number 85, O, carries -0.159; number 86, C, carries -0.200; number 87, H, carries 0.118; number 88, H, carries 0.118; number 89, H, carries 0.113; number 90, H, carries 0.116; number 91, H, carries 0.118; number 92, H, carries 0.104; number 93, H, carries 0.110; number 94, H, carries 0.119

Entry 2:
The following is a quantum chemistry calculation of C30H60AgBr6Cl3O6 as an isolated structure in a non-equilibrium geometry, from the Open Molecules 2025 dataset.

ORCA input file:
```
! RIJCOSX wB97M-V def2-TZVPD def2/J DEFGRID3
* xyz 0 1
Ag 1.684 -2.678 -0.927
C 0.440 1.354 0.213
C -0.009 0.010 0.823
C -1.530 -0.103 0.819
O 0.673 -1.031 0.291
H 0.221 1.367 -0.863
H 1.488 1.571 0.414
H -0.093 2.191 0.689
H 0.314 0.163 1.886
H -1.882 -0.791 1.598
H -1.930 -0.493 -0.124
H -1.984 0.873 0.992
C -0.272 -3.274 3.028
Cl 0.922 -4.528 3.437
Cl -0.078 -1.904 4.120
Cl -1.874 -4.005 3.115
H -0.023 -2.905 2.035
C -1.212 -2.122 -4.377
C -0.757 -0.747 -3.844
C 0.712 -0.935 -3.502
O 0.825 -2.310 -3.143
C -0.083 -3.097 -3.912
H -1.302 -2.107 -5.460
H -2.113 -2.497 -3.899
H -1.358 -0.488 -2.971
H -0.935 0.047 -4.568
H 1.026 -0.306 -2.665
H 1.403 -0.675 -4.318
H -0.510 -3.798 -3.197
H 0.400 -3.590 -4.756
C 6.055 -1.145 -1.321
C 5.175 0.025 -0.906
C 3.833 -0.354 -1.513
O 3.812 -1.782 -1.544
C 5.088 -2.317 -1.169
H 6.987 -1.269 -0.774
H 6.313 -1.073 -2.383
H 5.550 0.996 -1.227
H 5.082 0.069 0.184
H 3.702 0.037 -2.527
H 3.023 0.059 -0.903
H 5.319 -3.138 -1.850
H 5.096 -2.700 -0.143
C -3.205 3.615 2.781
C -3.713 2.473 3.674
C -4.161 3.225 4.919
O -4.732 4.425 4.416
C -3.850 4.881 3.392
H -3.589 3.493 1.765
H -2.119 3.653 2.718
H -2.935 1.736 3.878
H -4.557 1.920 3.261
H -3.272 3.474 5.525
H -4.879 2.737 5.573
H -3.103 5.519 3.883
H -4.436 5.471 2.690
C 2.435 3.193 -2.245
C 3.040 3.800 -3.507
C 4.532 3.587 -3.233
O 4.697 3.697 -1.834
C 3.444 3.534 -1.163
H 2.269 2.116 -2.358
H 1.405 3.510 -2.073
H 2.820 4.868 -3.521
H 2.745 3.299 -4.427
H 5.123 4.353 -3.744
H 4.891 2.627 -3.633
H 3.202 4.488 -0.685
H 3.503 2.758 -0.399
C -2.261 -5.461 -0.315
C -2.554 -4.157 -1.071
C -1.493 -3.240 -0.527
O -0.312 -4.086 -0.529
C -0.722 -5.396 -0.121
H -2.609 -6.277 -0.948
H -2.732 -5.572 0.661
H -3.562 -3.773 -0.890
H -2.498 -4.315 -2.150
H -1.709 -2.902 0.489
H -1.260 -2.354 -1.115
H -0.409 -5.545 0.913
H -0.251 -6.171 -0.730
Br 4.526 -2.183 2.918
C 3.349 -0.658 2.609
C 3.966 0.515 3.338
Br 2.952 2.136 3.011
H 2.381 -0.944 3.010
H 3.169 -0.473 1.550
H 4.990 0.695 3.032
H 3.960 0.308 4.405
Br -1.230 3.155 -3.456
C -1.741 3.769 -1.682
C -2.767 4.858 -1.739
Br -4.423 4.274 -2.583
H -0.802 4.103 -1.249
H -2.112 2.939 -1.087
H -2.426 5.722 -2.299
H -3.079 5.147 -0.740
Br -5.385 -3.495 1.462
C -4.958 -1.998 2.632
C -5.294 -2.328 4.049
Br -5.109 -0.705 5.122
H -5.494 -1.123 2.271
H -3.912 -1.730 2.498
H -4.645 -3.076 4.502
H -6.291 -2.712 4.247
*
```

Calculated values
Largest force on an atom ... 1.67 eV/Å
Frontier orbital gap ... 7.744 eV
Relative energy (zero: lowest compared OMol25 entry of this formula, charge and spin) ... 0.00 kJ/mol
Energy ... -18602.03137 Ha

Atom charges from the Löwdin analysis, given in e for atoms 1 to 99: number 1, Ag, carries 0.791; number 2, C, carries -0.088; number 3, C, carries -0.660; number 4, C, carries -0.058; number 5, O, carries -0.324; number 6, H, carries 0.060; number 7, H, carries 0.017; number 8, H, carries 0.066; number 9, H, carries 0.092; number 10, H, carries 0.046; number 11, H, carries 0.066; number 12, H, carries 0.059; number 13, C, carries -1.515; number 14, Cl, carries 0.526; number 15, Cl, carries 0.570; number 16, Cl, carries 0.580; number 17, H, carries -0.012; number 18, C, carries -0.127; number 19, C, carries -0.161; number 20, C, carries -0.194; number 21, O, carries -0.221; number 22, C, carries -0.166; number 23, H, carries 0.105; number 24, H, carries 0.096; number 25, H, carries 0.101; number 26, H, carries 0.091; number 27, H, carries 0.096; number 28, H, carries 0.127; number 29, H, carries 0.093; number 30, H, carries 0.119; number 31, C, carries -0.150; number 32, C, carries -0.149; number 33, C, carries -0.206; number 34, O, carries -0.212; number 35, C, carries -0.189; number 36, H, carries 0.117; number 37, H, carries 0.118; number 38, H, carries 0.113; number 39, H, carries 0.105; number 40, H, carries 0.117; number 41, H, carries 0.094; number 42, H, carries 0.121; number 43, H, carries 0.086; number 44, C, carries -0.159; number 45, C, carries -0.192; number 46, C, carries -0.218; number 47, O, carries -0.146; number 48, C, carries -0.194; number 49, H, carries 0.095; number 50, H, carries 0.103; number 51, H, carries 0.102; number 52, H, carries 0.090; number 53, H, carries 0.124; number 54, H, carries 0.112; number 55, H, carries 0.116; number 56, H, carries 0.115; number 57, C, carries -0.193; number 58, C, carries -0.152; number 59, C, carries -0.221; number 60, O, carries -0.138; number 61, C, carries -0.185; number 62, H, carries 0.091; number 63, H, carries 0.062; number 64, H, carries 0.116; number 65, H, carries 0.112; number 66, H, carries 0.116; number 67, H, carries 0.112; number 68, H, carries 0.122; number 69, H, carries 0.090; number 70, C, carries -0.148; number 71, C, carries -0.170; number 72, C, carries -0.206; number 73, O, carries -0.224; number 74, C, carries -0.180; number 75, H, carries 0.108; number 76, H, carries 0.078; number 77, H, carries 0.073; number 78, H, carries 0.103; number 79, H, carries 0.081; number 80, H, carries 0.097; number 81, H, carries 0.081; number 82, H, carries 0.119; number 83, Br, carries 0.644; number 84, C, carries -0.695; number 85, C, carries -0.711; number 86, Br, carries 0.657; number 87, H, carries 0.012; number 88, H, carries 0.035; number 89, H, carries 0.044; number 90, H, carries 0.053; number 91, Br, carries 0.643; number 92, C, carries -0.697; number 93, C, carries -0.690; number 94, Br, carries 0.598; number 95, H, carries 0.047; number 96, H, carries 0.051; number 97, H, carries 0.055; number 98, H, carries 0.049; number 99, Br, carries 0.661